1.
Below is a structure of composition C42H34F6N8O7S4V at a distorted geometry, with properties calculated with ωB97M-V/def2-TZVPD.

As for the maximum force: 0.052 hartree/bohr. The HOMO-LUMO gap (spin up / spin down) comes out at 4.211 / 6.008 eV. Its net charge is -2. The multiplicity is 4. As for the lowest unoccupied orbital energy (spin up / spin down): 3.94 / 3.94 eV. The calculation puts the HOMO energy (spin up / spin down) at -0.272 / -2.070 eV.

Each line ends with the Löwdin spin population.
Positions of all 102 atoms, in Å:
V  0.2536  0.2281  -0.0211  2.446
C  -4.9867  -1.5686  3.9260  0.002
C  -3.8909  -0.9402  3.1039  0.013
C  -2.7765  -0.3723  3.7059  -0.002
C  -1.8432  0.3069  2.9491  0.014
C  -1.9687  0.4297  1.5619  0.005
N  -1.1194  1.2765  0.8442  0.015
C  -1.2928  2.6035  0.9377  0.012
C  -2.2228  3.2034  1.8291  0.012
C  -2.2233  4.5548  2.0965  0.005
C  -1.3246  5.4150  1.4705  0.016
C  -1.2193  6.8698  1.8520  0.003
C  -0.5249  4.8848  0.4667  0.005
C  -0.5278  3.5315  0.1491  0.010
N  0.2549  3.0674  -0.9297  0.032
C  1.0571  3.7787  -1.7818  0.082
C  1.7282  2.8729  -2.5838  0.004
C  1.2847  1.6178  -2.1722  0.084
N  0.3909  1.7543  -1.1807  0.002
C  -3.0294  -0.2700  0.9308  0.012
C  -3.9815  -0.9093  1.7212  -0.002
N  -3.1920  -0.3153  -0.4715  0.003
C  -3.8038  -1.3162  -1.1580  0.003
C  -3.7454  -0.9941  -2.4851  0.001
C  -3.0562  0.2304  -2.5174  0.004
N  -2.7258  0.6308  -1.3043  0.006
H  -5.0178  -1.1225  4.9207  0.000
H  -5.9560  -1.4296  3.4439  0.000
H  -4.8256  -2.6417  4.0490  0.001
H  -2.6490  -0.4582  4.7793  0.000
H  -0.9850  0.7715  3.4172  0.001
H  -2.9214  2.5625  2.3467  0.001
H  -2.9228  4.9561  2.8228  0.000
H  -1.7328  7.0589  2.7951  0.000
H  -0.1745  7.1649  1.9716  0.001
H  -1.6614  7.5201  1.0904  0.001
H  0.1306  5.5594  -0.0723  0.001
H  1.0774  4.8522  -1.8028  0.009
H  2.4499  3.0790  -3.3543  -0.001
H  0.7276  -0.2452  -2.9964  0.003
H  -4.8317  -1.3814  1.2415  0.000
H  -4.1724  -2.1999  -0.6712  0.000
H  -4.0984  -1.5741  -3.3167  0.000
H  -2.7904  0.8216  -3.3772  0.000
O  1.5606  1.7230  1.1924  0.010
C  2.7187  0.8919  1.4090  0.004
C  2.1344  -0.5256  1.9374  0.009
O  2.8794  -1.1755  2.6538  0.007
O  0.9514  -0.7344  1.5714  0.034
C  3.4790  0.7544  0.0915  0.002
C  4.3815  1.6987  -0.2135  0.001
C  5.2631  1.5991  -1.3576  0.000
C  5.2083  0.5392  -2.1638  0.001
C  4.1093  -0.4637  -2.0881  0.001
C  3.2005  -0.4321  -0.8211  0.006
C  3.5367  1.4664  2.5458  0.000
C  2.9265  2.3220  3.4613  0.000
C  3.6329  2.8212  4.5453  0.000
C  4.9589  2.4657  4.7371  0.000
C  5.5674  1.6001  3.8394  0.000
C  4.8615  1.0931  2.7612  0.000
H  1.8746  2.5199  0.7441  0.001
H  4.5303  2.5323  0.4646  0.000
H  6.0090  2.3732  -1.4942  0.000
H  5.8888  0.4268  -2.9997  0.000
H  4.4756  -1.4741  -2.2711  0.000
H  3.3902  -1.3338  -0.2312  0.000
H  1.8885  2.5915  3.3195  0.000
H  3.1413  3.4903  5.2415  0.000
H  5.5117  2.8494  5.5866  0.000
H  6.6041  1.3170  3.9785  0.000
H  5.3322  0.4108  2.0683  0.000
S  3.0212  -0.0758  -3.5476  0.002
C  1.5766  0.1786  -2.4663  0.017
N  1.7988  -0.5208  -1.2349  0.015
F  -1.5535  -3.7854  -0.4597  0.000
C  -0.2316  -3.9352  -0.7277  0.000
F  -0.1402  -4.8385  -1.7380  0.000
F  0.2552  -4.6144  0.3379  0.000
S  0.8138  -2.2567  -1.0471  0.019
O  -0.3902  -1.4255  -0.7295  0.052
O  1.8654  -2.7520  -0.1907  0.005
N  0.9772  -2.5793  -2.6438  0.006
S  -0.2446  -2.5172  -3.6228  0.002
O  -1.4850  -3.1287  -3.2582  0.000
O  -0.3581  -1.2863  -4.3731  0.000
C  0.4378  -3.6644  -4.9424  0.001
F  0.6202  -4.9285  -4.5418  0.000
F  -0.4264  -3.7109  -5.9814  0.000
F  1.6089  -3.2333  -5.4390  0.000
S  -1.0088  -3.0530  2.8337  0.000
C  -2.2728  -3.9308  3.4195  0.000
N  -3.1814  -4.4938  2.5321  0.000
C  -4.2553  -5.2242  2.9170  0.000
C  -4.5107  -5.4465  4.2315  0.000
C  -3.6186  -4.9088  5.2007  0.000
C  -2.5394  -4.1823  4.8015  0.000
H  -2.9680  -4.3418  1.5531  0.000
H  -4.8844  -5.6092  2.1273  0.000
H  -5.3803  -6.0099  4.5345  0.000
H  -3.8090  -5.0726  6.2534  0.000
H  -1.8365  -3.7669  5.5076  0.000

Cartesian forces (eV/Å) of the 3 atoms listed first:
1.342 1.315 1.361
0.168 -0.111 -0.108
-0.079 0.017 0.056


2.
Below is a structure of composition C42H34GeN3O2Pt, with properties calculated with ωB97M-V/def2-TZVPD.

As for the maximum force: 0.010 hartree/bohr. The HOMO-LUMO gap (spin up / spin down) comes out at 6.339 / 6.897 eV. Its net charge is +1. The multiplicity is 5. As for the lowest unoccupied orbital energy (spin up / spin down): -3.46 / -4.19 eV. The calculation puts the HOMO energy (spin up / spin down) at -9.802 / -11.090 eV.

Each line ends with the Löwdin spin population.
Positions of all 83 atoms, in Å:
Pt  0.9688  0.8538  -0.8985  1.330
C  4.9230  -0.3194  1.2096  0.004
O  4.4519  0.9957  1.6323  0.008
C  3.3954  1.2516  0.8791  0.018
N  3.0000  0.3754  0.0492  0.127
C  3.8604  -0.8124  0.1948  0.016
C  4.4136  -1.3430  -1.1138  0.001
C  3.6430  -1.3247  -2.2718  0.005
C  4.1359  -1.8458  -3.4578  0.000
C  5.4045  -2.4094  -3.5001  0.000
C  6.1680  -2.4595  -2.3452  0.000
C  5.6748  -1.9302  -1.1595  0.000
C  2.6846  2.5400  1.0146  0.022
C  2.9785  3.5782  1.8790  0.003
C  2.1750  4.7120  1.8291  0.008
C  1.1212  4.7900  0.9258  0.003
C  0.8978  3.7013  0.1041  0.023
N  1.6616  2.6182  0.1801  0.137
C  -0.1234  3.5617  -0.9514  0.049
N  -0.0814  2.5688  -1.7592  0.052
C  -1.2124  2.7112  -2.7029  0.003
C  -1.9929  3.8966  -2.0933  0.003
O  -1.0842  4.4508  -1.0908  0.029
C  -1.9906  1.4244  -2.8754  0.010
C  -3.3744  1.4319  -2.9917  0.000
C  -4.0767  0.2410  -3.1328  0.009
C  -3.4035  -0.9706  -3.1496  0.000
C  -2.0175  -0.9858  -3.0713  0.013
C  -1.3198  0.2061  -2.9588  0.042
H  4.9959  -0.9401  2.0965  0.001
H  5.9062  -0.1836  0.7713  0.000
H  3.2404  -1.5905  0.6465  0.009
H  2.6450  -0.9122  -2.2469  0.009
H  3.5261  -1.8206  -4.3521  0.000
H  5.7927  -2.8121  -4.4269  0.000
H  7.1509  -2.9131  -2.3616  0.000
H  6.2809  -2.0001  -0.2645  0.000
H  3.8110  3.4975  2.5654  0.001
H  2.3779  5.5427  2.4918  0.000
H  0.4957  5.6704  0.8555  0.001
H  -0.7916  2.9988  -3.6685  -0.001
H  -2.8920  3.5842  -1.5696  0.000
H  -2.2206  4.6820  -2.8059  0.000
H  -3.9239  2.3657  -2.9662  0.000
H  -5.1559  0.2642  -3.2169  0.001
H  -3.9533  -1.8992  -3.2372  0.000
H  -1.4809  -1.9253  -3.1035  0.001
H  -0.2354  0.1815  -2.9751  0.025
C  0.3382  -0.7694  0.0598  1.647
Ge  -1.2136  -1.1611  1.1414  0.215
C  -0.5504  -1.5360  2.9361  0.027
C  -1.1806  -1.0098  4.0634  0.005
C  -0.6992  -1.2937  5.3370  0.002
C  0.4150  -2.1065  5.4932  0.002
C  1.0489  -2.6379  4.3765  0.001
C  0.5678  -2.3536  3.1058  0.012
C  -2.1920  -2.6193  0.3061  0.022
C  -1.5977  -3.3311  -0.7352  0.016
C  -2.2750  -4.3764  -1.3504  0.001
C  -3.5559  -4.7152  -0.9338  0.000
C  -4.1576  -4.0130  0.1024  0.001
C  -3.4771  -2.9724  0.7217  0.003
C  -2.2136  0.5186  1.2122  0.033
C  -3.4572  0.6790  0.6067  0.008
C  -4.1211  1.9018  0.6682  0.001
C  -3.5401  2.9780  1.3244  0.005
C  -2.2881  2.8361  1.9163  0.000
C  -1.6327  1.6125  1.8628  0.010
H  -2.0520  -0.3729  3.9534  0.000
H  -1.1973  -0.8838  6.2072  0.000
H  0.7841  -2.3338  6.4856  0.000
H  1.9133  -3.2797  4.4990  0.000
H  1.0619  -2.7760  2.2353  0.006
H  -0.6002  -3.0608  -1.0660  0.016
H  -1.8026  -4.9286  -2.1546  0.000
H  -4.0837  -5.5307  -1.4120  0.000
H  -5.1546  -4.2806  0.4304  0.000
H  -3.9553  -2.4351  1.5349  0.000
H  -3.9146  -0.1545  0.0832  0.000
H  -5.0977  2.0117  0.2097  0.000
H  -4.0649  3.9242  1.3867  0.000
H  -1.8388  3.6729  2.4407  0.000
H  -0.6664  1.4987  2.3460  0.001

Cartesian forces (eV/Å) of the 3 atoms listed first:
0.219 -0.228 -0.165
-0.054 -0.083 0.007
0.027 -0.052 0.117


3.
Below is a structure of composition C42H35GeN4O5ReTe, with properties calculated with ωB97M-V/def2-TZVPD.

As for the maximum force: 0.008 hartree/bohr. The HOMO-LUMO gap comes out at 6.620 eV. Its net charge is +2. As for the lowest unoccupied orbital energy: -6.72 eV. The calculation puts the HOMO energy at -13.340 eV.

Each line ends with the Mulliken charge.
Positions of all 89 atoms, in Å:
Re  0.5317  -0.1245  0.3500  0.902
O  -0.4373  -2.3964  3.6970  -0.595
C  0.0590  -1.6105  2.9424  -0.133
O  -0.0135  -1.7083  1.6101  -0.711
C  0.9003  -0.4459  3.3560  1.109
C  1.3342  -0.1826  4.6373  -0.596
C  2.2491  0.8489  4.8226  -0.709
C  2.7302  1.5489  3.7249  -0.575
C  2.2249  1.2328  2.4799  0.829
N  1.3058  0.2867  2.3176  0.153
C  2.6798  1.7905  1.1680  -0.219
O  3.5941  2.5494  1.0539  -0.569
O  2.0019  1.2502  0.1543  -0.757
H  0.9791  -0.7993  5.4514  0.584
H  2.6127  1.0786  5.8151  0.517
H  3.4885  2.3153  3.8075  0.617
Te  -2.0133  0.3703  1.0303  0.729
C  -2.7176  2.0442  -0.0181  0.641
C  -3.9651  1.9251  -0.6234  -0.794
C  -4.4991  3.0194  -1.2920  -0.802
C  -3.7939  4.2140  -1.3492  -0.789
C  -2.5483  4.3227  -0.7441  -0.542
C  -2.0104  3.2363  -0.0723  0.432
C  -1.7949  1.1610  2.9653  0.511
C  -0.9920  2.2712  3.2118  0.020
C  -0.8646  2.7346  4.5104  -0.870
C  -1.5201  2.0831  5.5513  -0.639
C  -2.3051  0.9699  5.2981  -0.754
C  -2.4496  0.5017  3.9970  -0.525
H  -4.5285  1.0013  -0.5644  0.467
H  -5.4697  2.9386  -1.7628  0.463
H  -4.2168  5.0629  -1.8696  0.471
H  -1.9839  5.2454  -0.7986  0.393
H  -1.0369  3.3268  0.3793  -0.008
H  -0.4708  2.7753  2.4082  0.310
H  -0.2574  3.6072  4.7134  0.512
H  -1.4192  2.4509  6.5639  0.458
H  -2.8162  0.4663  6.1074  0.450
H  -3.0665  -0.3670  3.8024  0.456
C  -1.5660  -4.6643  -2.5417  -1.120
N  -1.1615  -3.3104  -2.1743  0.012
C  -1.3601  -2.1318  -3.0062  -0.148
C  -0.7786  -1.1086  -2.1021  0.444
O  -0.6235  0.1440  -2.3393  0.553
N  -0.3295  -1.5946  -0.9819  0.319
C  -0.5801  -2.9718  -1.0319  0.164
N  -0.2584  -3.7762  -0.0565  -0.138
H  -2.1348  -4.6156  -3.4657  0.419
H  -2.2063  -5.0898  -1.7688  0.391
H  -0.6932  -5.2971  -2.7014  0.366
H  -2.4159  -1.9468  -3.2186  0.398
H  -0.8110  -2.1850  -3.9499  0.350
H  -0.0056  -3.3336  0.8312  0.201
H  -0.4502  -4.7647  -0.1061  0.260
C  0.1460  0.8076  -1.3304  -1.255
Ge  0.9181  2.4258  -2.3186  2.031
C  0.9390  4.1568  -1.4343  0.763
C  0.7647  5.2418  -2.2955  -0.902
C  0.7746  6.5447  -1.8142  -0.795
C  0.9487  6.7835  -0.4602  -0.794
C  1.1205  5.7139  0.4092  -0.880
C  1.1226  4.4164  -0.0782  0.227
C  -0.2173  2.5618  -3.8918  0.151
C  -1.6084  2.5940  -3.7833  0.165
C  -2.4020  2.7688  -4.9060  -0.952
C  -1.8132  2.9205  -6.1559  -0.635
C  -0.4328  2.8971  -6.2771  -0.711
C  0.3617  2.7181  -5.1499  -0.496
C  2.6409  1.6870  -2.8126  0.232
C  3.8271  2.2302  -2.3267  -0.303
C  5.0467  1.6779  -2.6917  -0.836
C  5.0894  0.5745  -3.5332  -0.593
C  3.9121  0.0239  -4.0206  -0.931
C  2.6925  0.5817  -3.6625  -0.250
H  0.6104  5.0776  -3.3559  0.439
H  0.6441  7.3710  -2.5005  0.468
H  0.9559  7.7973  -0.0828  0.406
H  1.2651  5.8948  1.4668  0.483
H  1.2586  3.6036  0.6203  0.045
H  -2.0831  2.4870  -2.8136  0.068
H  -3.4803  2.7978  -4.8077  0.479
H  -2.4316  3.0667  -7.0317  0.412
H  0.0294  3.0246  -7.2472  0.453
H  1.4403  2.7075  -5.2590  0.434
H  3.8041  3.0812  -1.6570  0.401
H  5.9657  2.1119  -2.3205  0.455
H  6.0426  0.1493  -3.8184  0.423
H  3.9474  -0.8251  -4.6912  0.441
H  1.7769  0.1722  -4.0812  0.450

Cartesian forces (eV/Å) of the 3 atoms listed first:
0.038 -0.004 0.106
0.069 0.094 -0.045
-0.133 -0.184 0.069


The highest net charge belongs to which entry? C42H35GeN4O5ReTe


Look up the net charge of the third one. +2